1.
The following is a quantum chemistry calculation of a structure of composition C25H31MoN4O4SeTe, from the OMol25 dataset.

ORCA input file:
```
! wB97M-V def2-TZVPD RIJCOSX def2/J DEFGRID3
* xyz 0 4
Mo -2.861 2.790 0.294
N -3.624 2.838 -1.817
C -4.631 1.766 -1.989
C -4.453 0.641 -0.974
O -4.989 -0.438 -1.122
N -3.698 1.004 0.104
C -3.524 0.061 1.200
C -2.615 0.692 2.255
O -2.071 -0.002 3.086
O -2.441 1.993 2.139
H -4.012 3.735 -2.105
H -2.808 2.659 -2.395
H -4.620 1.343 -2.992
H -5.620 2.194 -1.822
H -3.081 -0.879 0.867
H -4.483 -0.190 1.660
Se -3.989 4.915 1.134
C -4.594 5.417 -0.529
N -4.983 5.668 -1.588
C 0.654 4.466 -0.886
C 0.095 3.086 -0.640
O 0.899 2.102 -0.759
N -1.170 2.970 -0.344
Te 0.127 0.083 0.514
C 1.398 -0.857 1.920
C 2.355 -0.117 2.611
C 2.602 1.353 2.392
C 3.145 -0.781 3.548
C 2.995 -2.132 3.807
C 3.844 -2.827 4.836
C 2.013 -2.836 3.114
C 1.200 -2.222 2.178
C 0.115 -3.008 1.493
C 0.811 -0.900 -1.220
C -0.153 -1.511 -2.027
C -1.623 -1.480 -1.698
C 0.268 -2.175 -3.175
C 1.606 -2.239 -3.531
C 2.048 -2.959 -4.775
C 2.537 -1.603 -2.718
C 2.169 -0.924 -1.565
C 3.226 -0.233 -0.749
H 1.669 4.528 -0.498
H 0.021 5.226 -0.434
H 0.695 4.639 -1.963
H 1.898 1.808 1.696
H 3.605 1.515 1.992
H 2.533 1.891 3.338
H 3.897 -0.215 4.087
H 4.682 -2.203 5.144
H 4.239 -3.766 4.449
H 3.255 -3.060 5.725
H 1.869 -3.891 3.322
H 0.087 -4.032 1.864
H 0.269 -3.046 0.412
H -0.863 -2.557 1.688
H -1.983 -0.460 -1.545
H -1.840 -2.043 -0.786
H -2.211 -1.921 -2.501
H -0.474 -2.653 -3.804
H 1.211 -3.457 -5.262
H 2.804 -3.710 -4.543
H 2.489 -2.262 -5.490
H 3.586 -1.628 -2.994
H 4.150 -0.150 -1.320
H 3.444 -0.788 0.165
H 2.906 0.773 -0.475
*
```

Output
<S²>: 3.78
LUMO level (alpha / beta) in Ha: 0.0042 / -0.0657
HOMO-LUMO gap (alpha / beta) in eV: 7.73 / 7.24
Highest occupied orbital energy (alpha / beta) in eV: -7.62 / -9.03

Atom charges from the Mulliken analysis, given in e for atoms 1 to 2:
1. Mo 0.492
2. N -0.335

2.
The following is a quantum chemistry calculation of the molecule C20H23N3O2, from the OMol25 dataset.

ORCA input file:
```
! wB97M-V def2-TZVPD RIJCOSX def2/J DEFGRID3
* xyz 0 1
C -6.349 -1.497 0.552
C -6.387 0.029 0.521
O -5.174 0.615 0.943
C -4.078 0.596 0.129
C -4.088 0.180 -1.212
C -2.945 0.210 -1.986
C -1.769 0.666 -1.410
N -0.514 0.794 -1.942
C 0.316 1.290 -0.977
C 1.717 1.572 -1.081
O 2.415 1.455 -2.075
N 2.227 2.030 0.142
C 3.663 2.202 0.250
C 4.287 1.059 1.068
C 3.761 -0.276 0.593
C 4.087 -0.760 -0.598
C 3.506 -2.008 -1.185
C 2.247 -2.433 -0.436
C 2.519 -2.407 1.063
C 2.797 -0.976 1.511
C 1.442 2.212 1.240
N 0.182 1.979 1.330
C -0.400 1.490 0.204
C -1.746 1.093 -0.057
C -2.903 1.054 0.709
H -7.321 -1.894 0.274
H -5.599 -1.882 -0.134
H -6.102 -1.837 1.555
H -6.673 0.393 -0.474
H -7.124 0.395 1.242
H -5.001 -0.168 -1.668
H -2.973 -0.114 -3.016
H -0.230 0.580 -2.883
H 3.884 3.171 0.706
H 4.047 2.183 -0.772
H 4.050 1.193 2.125
H 5.371 1.111 0.951
H 4.796 -0.234 -1.221
H 3.279 -1.828 -2.238
H 4.252 -2.809 -1.146
H 1.938 -3.431 -0.753
H 1.435 -1.739 -0.665
H 1.667 -2.808 1.615
H 3.387 -3.033 1.279
H 3.203 -0.977 2.527
H 1.857 -0.414 1.546
H 1.946 2.595 2.117
H -2.901 1.377 1.737
*
```

Output
LUMO level in Ha: 0.0202
HOMO-LUMO gap in eV: 8.23
SMILES: CCOc1ccc2[nH]c3c(=O)n(CCC4=CCCCC4)cnc3c2c1
Highest occupied orbital energy in eV: -7.68

Atom charges from the Mulliken analysis, given in e for atoms 1 to 2:
1. C -1.035
2. C -0.422

3.
The following is a quantum chemistry calculation of a structure of composition C21H23CoN5O5S2, from the OMol25 dataset.

ORCA input file:
```
! wB97M-V def2-TZVPD RIJCOSX def2/J DEFGRID3
* xyz 1 5
Co -0.175 -0.420 -0.045
N -0.426 -0.814 -2.398
C 0.678 -0.335 -3.232
C 1.182 0.942 -2.591
N 1.466 0.648 -1.167
H -0.689 -1.766 -2.623
H -1.245 -0.233 -2.561
H 0.384 -0.145 -4.264
H 1.471 -1.086 -3.240
H 0.406 1.707 -2.630
H 2.064 1.315 -3.111
H 1.722 1.500 -0.680
H 2.275 0.035 -1.125
C -1.308 -6.751 4.103
C -1.478 -5.280 3.832
C -2.612 -4.820 3.161
C -2.797 -3.474 2.906
C -1.830 -2.575 3.341
C -0.691 -3.003 4.011
C -0.522 -4.355 4.249
S -2.169 -0.863 3.143
O -3.347 -0.710 2.365
O -2.076 -0.194 4.407
N -0.855 -0.414 2.150
C 0.338 -0.039 2.642
C 0.720 0.298 3.977
C 2.030 0.660 4.221
C 2.935 0.685 3.176
C 2.492 0.351 1.889
N 1.257 0.008 1.618
H -1.386 -7.323 3.177
H -2.093 -7.104 4.775
H -0.346 -6.967 4.565
H -3.364 -5.532 2.837
H -3.677 -3.107 2.394
H 0.054 -2.293 4.353
H 0.360 -4.700 4.774
H -0.020 0.283 4.755
H 2.343 0.925 5.223
H 3.970 0.959 3.335
H 3.187 0.361 1.057
O -1.401 -2.196 -0.105
C -2.382 -1.436 -0.356
N -2.171 -0.125 -0.437
S -3.519 0.716 -0.892
O -3.871 1.714 0.061
O -3.328 1.105 -2.269
C -4.567 -0.727 -0.879
C -5.911 -0.836 -1.155
C -6.453 -2.117 -1.191
C -5.665 -3.241 -0.967
C -4.308 -3.112 -0.682
C -3.777 -1.840 -0.635
H -6.525 0.036 -1.340
H -7.509 -2.237 -1.399
H -6.110 -4.227 -1.020
H -3.676 -3.972 -0.495
*
```

Output
<S²>: 6.05
LUMO level (alpha / beta) in Ha: -0.1165 / -0.2294
HOMO-LUMO gap (alpha / beta) in eV: 8.71 / 5.59
Highest occupied orbital energy (alpha / beta) in eV: -11.89 / -11.83

Atom charges from the Mulliken analysis, given in e for atoms 1 to 2:
1. Co 0.438
2. N -0.197